The following is a DFT calculation (wB97M-V/def2-TZVPD) of 5 unconnected molecules or ions with the total composition C30H50F4N5O16S3 in a non-equilibrium geometry.

Structure (XYZ):
```
108
C30H50F4N5O16S3 (wB97M-V/def2-TZVPD)
C 2.305 1.912 3.772
C 1.473 1.072 2.787
C 2.311 -0.053 2.159
N 1.478 -1.065 1.484
C 2.000 -2.427 1.491
C 3.539 -2.459 1.241
C 4.015 -3.632 0.352
C 5.526 -3.912 0.478
C 5.996 -4.124 1.896
O 5.941 -5.178 2.417
O 6.440 -3.014 2.494
C 7.186 -3.249 3.706
C 6.251 -3.197 4.917
O 1.491 -3.023 0.272
C 0.089 -3.149 0.177
S -0.740 -1.831 -0.795
C -0.659 -3.408 1.509
S -1.482 -1.974 2.289
C -1.769 -4.472 1.155
C -3.088 -4.342 1.914
O -3.202 -4.609 3.053
N -4.231 -3.935 1.111
C -4.931 -2.791 1.711
C -5.175 -5.094 1.189
N 0.325 -4.090 2.402
N -0.233 -4.763 3.512
C 1.533 -3.242 2.763
S 2.704 -4.588 3.276
C 1.322 -2.368 4.012
N 2.612 -2.079 4.677
H 3.369 1.888 3.544
H 1.988 2.946 3.686
H 2.135 1.566 4.786
H 0.610 0.630 3.280
H 1.159 1.729 1.980
H 2.957 0.429 1.423
H 2.977 -0.440 2.928
H 1.499 -0.809 0.506
H 4.106 -2.394 2.162
H 3.819 -1.585 0.658
H 3.492 -4.552 0.588
H 3.815 -3.410 -0.690
H 5.711 -4.852 -0.029
H 6.113 -3.143 -0.015
H 7.788 -4.149 3.668
H 7.879 -2.419 3.796
H 5.821 -4.185 5.076
H 6.738 -2.824 5.809
H 5.426 -2.533 4.655
H -0.076 -4.041 -0.424
H -0.287 -2.007 -2.055
H -2.331 -1.567 1.327
H -1.386 -5.485 1.272
H -2.017 -4.386 0.102
H -4.515 -1.829 1.418
H -5.029 -2.843 2.798
H -5.940 -2.797 1.310
H -5.738 -5.210 0.270
H -5.807 -5.038 2.072
H -4.599 -6.010 1.312
H 0.744 -4.827 1.817
H -0.523 -5.703 3.291
H -0.948 -4.217 3.976
H 3.851 -3.957 3.565
H 0.853 -1.421 3.768
H 0.681 -2.834 4.757
H 2.593 -1.098 4.933
H 2.666 -2.616 5.532
C -3.545 1.961 -0.212
C -2.306 1.748 -1.044
O -1.954 3.063 -1.421
C -2.404 3.889 -0.427
O -2.068 5.012 -0.278
O -3.291 3.238 0.374
F -2.572 1.024 -2.162
H -4.447 2.011 -0.824
H -3.677 1.200 0.554
H -1.475 1.286 -0.505
C -4.012 6.870 -1.593
C -4.782 6.334 -2.768
O -6.128 6.579 -2.399
C -6.114 7.682 -1.586
O -7.072 8.319 -1.307
O -4.856 7.943 -1.151
F -4.603 4.990 -2.908
H -3.916 6.136 -0.798
H -3.024 7.231 -1.864
H -4.568 6.827 -3.713
C -3.106 6.269 -6.693
C -1.714 6.605 -7.159
O -1.232 7.435 -6.113
C -1.876 7.045 -4.978
O -1.542 7.337 -3.878
O -2.956 6.275 -5.269
F -1.737 7.317 -8.316
H -3.831 7.030 -6.985
H -3.447 5.300 -7.046
H -1.059 5.752 -7.273
C 1.823 2.553 -5.615
C 1.402 1.959 -6.936
O 0.001 2.181 -6.938
C -0.219 3.296 -6.188
O -1.230 3.920 -6.187
O 0.871 3.607 -5.447
F 1.640 0.627 -6.983
H 1.724 1.840 -4.795
H 2.838 2.941 -5.629
H 1.847 2.437 -7.810
```

HOMO level = -12.00 eV
Largest force on an atom = 2.64 eV Å⁻¹
E = -4244.48280 Ha
Net charge = +1
Lowest unoccupied orbital energy = -2.80 eV
Multiplicity = 1